Entry 1:
{
  "formula": "C33H83Cl3CrN11O7P2",
  "method": "wB97M-V/def2-TZVPD",
  "symbols": ["Cr", "Cl", "Cl", "Cl", "C", "O", "N", "C", "C", "H", "H", "H", "H", "H", "H", "H", "C", "O", "N", "C", "C", "H", "H", "H", "H", "H", "H", "H", "C", "O", "N", "C", "C", "H", "H", "H", "H", "H", "H", "H", "C", "O", "N", "C", "C", "H", "H", "H", "H", "H", "H", "H", "O", "P", "N", "C", "C", "N", "C", "C", "N", "C", "C", "H", "H", "H", "H", "H", "H", "H", "H", "H", "H", "H", "H", "H", "H", "H", "H", "H", "H", "O", "P", "N", "C", "C", "N", "C", "C", "N", "C", "C", "H", "H", "H", "H", "H", "H", "H", "H", "H", "H", "H", "H", "H", "H", "H", "H", "H", "H", "C", "C", "C", "C", "C", "C", "N", "O", "C", "C", "C", "H", "H", "H", "H", "H", "H", "H", "H", "H", "H", "H", "H", "H", "H", "H", "H", "H", "H", "H"],
  "positions_angstrom": [[0.600, -0.882, -0.604], [-1.001, -0.440, 1.121], [-0.746, -2.244, -2.207], [2.341, 0.566, 0.381], [1.247, 2.461, 5.914], [1.775, 1.358, 5.906], [0.333, 2.866, 4.990], [-0.098, 4.186, 5.112], [0.167, 2.079, 3.762], [1.348, 3.141, 6.774], [-1.058, 4.362, 4.629], [0.684, 4.875, 4.792], [-0.236, 4.348, 6.181], [0.555, 1.060, 3.750], [-0.920, 2.005, 3.736], [0.725, 2.639, 3.011], [-3.488, 0.097, -3.576], [-3.097, 0.955, -4.368], [-3.586, 0.374, -2.263], [-4.402, -0.473, -1.328], [-3.293, 1.628, -1.732], [-3.847, -0.929, -3.752], [-5.340, 0.010, -1.053], [-3.865, -0.566, -0.384], [-4.521, -1.463, -1.767], [-2.791, 2.288, -2.439], [-4.131, 2.276, -1.475], [-2.798, 1.527, -0.766], [2.005, -2.716, 1.525], [1.272, -2.456, 0.528], [2.461, -3.944, 1.748], [3.425, -4.199, 2.893], [2.185, -5.133, 0.889], [2.325, -2.022, 2.318], [3.030, -5.034, 3.471], [3.708, -3.381, 3.555], [4.375, -4.538, 2.480], [3.016, -5.594, 0.355], [1.812, -5.917, 1.548], [1.385, -5.024, 0.157], [0.107, 1.603, -2.780], [0.264, 0.721, -1.918], [1.020, 2.513, -3.112], [2.411, 2.553, -2.639], [0.513, 3.702, -3.876], [-0.815, 1.778, -3.355], [2.829, 1.547, -2.619], [2.579, 3.013, -1.665], [3.096, 3.003, -3.358], [0.739, 4.663, -3.414], [1.068, 3.788, -4.810], [-0.525, 3.494, -4.136], [2.230, -1.578, -1.816], [3.451, -2.070, -2.570], [4.916, -1.805, -1.795], [5.442, -0.430, -1.881], [5.184, -2.573, -0.571], [3.672, -1.452, -4.164], [4.961, -1.686, -4.917], [2.560, -1.259, -4.972], [3.416, -3.763, -2.812], [2.252, -4.544, -2.499], [4.613, -4.517, -3.413], [5.014, 0.157, -1.068], [5.100, 0.159, -2.733], [6.525, -0.449, -1.760], [5.644, -1.907, 0.159], [5.785, -3.455, -0.793], [4.216, -2.938, -0.229], [4.826, -2.550, -5.568], [5.081, -0.831, -5.583], [5.828, -1.750, -4.259], [2.200, -2.212, -5.360], [1.682, -0.805, -4.513], [2.843, -0.644, -5.826], [1.779, -4.001, -1.680], [1.631, -4.612, -3.392], [2.398, -5.556, -2.123], [4.555, -5.559, -3.098], [5.572, -4.270, -2.957], [4.671, -4.488, -4.501], [-3.999, -7.072, 3.288], [-4.007, -5.604, 3.037], [-2.762, -4.805, 3.849], [-1.370, -5.082, 3.380], [-2.837, -4.405, 5.238], [-5.338, -4.591, 3.519], [-5.497, -3.162, 3.507], [-6.576, -5.359, 3.484], [-3.818, -5.203, 1.425], [-4.198, -6.168, 0.411], [-3.521, -3.824, 0.961], [-1.343, -5.279, 2.309], [-0.878, -5.789, 4.048], [-0.804, -4.171, 3.571], [-1.944, -3.845, 5.514], [-2.775, -5.279, 5.885], [-3.645, -3.737, 5.536], [-4.541, -2.798, 3.883], [-5.844, -2.834, 2.527], [-6.293, -2.916, 4.210], [-7.031, -5.157, 2.515], [-6.473, -6.417, 3.725], [-7.327, -4.940, 4.155], [-5.178, -6.630, 0.536], [-4.277, -5.684, -0.562], [-3.383, -6.891, 0.413], [-3.120, -3.175, 1.739], [-4.435, -3.396, 0.548], [-2.980, -3.885, 0.016], [-2.749, 5.697, -1.250], [-1.491, 5.941, -0.430], [-0.910, 4.503, -0.168], [0.440, 4.628, 0.553], [1.417, 5.422, -0.300], [0.849, 6.785, -0.832], [-0.565, 6.713, -1.219], [-1.057, 7.990, -1.630], [1.146, 7.814, 0.279], [1.706, 7.297, -2.036], [-1.787, 6.646, 0.965], [-3.160, 6.662, -1.546], [-3.480, 5.157, -0.649], [-2.668, 5.145, -2.187], [-1.580, 3.909, 0.453], [-0.858, 3.964, -1.114], [0.765, 3.589, 0.595], [0.367, 4.942, 1.594], [1.619, 4.869, -1.217], [2.403, 5.553, 0.144], [0.396, 8.594, 0.409], [1.298, 7.359, 1.258], [2.044, 8.408, 0.112], [2.732, 7.288, -1.667], [1.570, 6.687, -2.928], [1.439, 8.309, -2.342], [-2.568, 6.130, 1.523], [-1.976, 7.696, 0.739], [-0.949, 6.695, 1.661], [-1.089, 8.578, -0.872]],
  "mulliken_charge": [0.486, -0.661, -0.545, -0.538, 0.008, -0.561, 0.211, -0.946, -0.763, 0.264, 0.279, 0.332, 0.380, 0.216, 0.306, 0.271, 0.201, -0.654, 0.423, -0.996, -1.142, 0.319, 0.361, 0.261, 0.298, 0.082, 0.513, 0.351, -0.111, -0.322, 0.594, -1.048, -1.197, 0.334, 0.324, 0.363, 0.337, 0.322, 0.463, 0.275, 0.080, -0.163, 0.214, -0.458, -0.827, 0.152, -0.132, 0.153, 0.368, -0.003, 0.430, 0.371, 1.564, -1.473, 0.299, -1.135, -0.828, 0.426, -1.172, -0.956, 0.594, -0.740, -1.103, 0.301, 0.381, 0.404, 0.440, 0.231, 0.124, 0.361, 0.390, 0.314, 0.295, 0.145, 0.369, -0.149, 0.294, 0.340, 0.383, 0.339, 0.245, -0.861, 0.360, 0.491, -1.298, -1.190, 0.286, -0.899, -1.168, 0.429, -1.262, -1.381, 0.334, 0.402, 0.413, 0.378, 0.367, 0.321, 0.250, 0.253, 0.361, 0.361, 0.329, 0.350, 0.280, 0.441, 0.331, 0.374, 0.352, 0.585, -1.909, 1.797, -0.754, 0.038, -0.671, 1.560, 0.290, -0.473, -1.649, -1.740, -1.639, 0.482, 0.356, 0.233, 0.540, -0.405, 0.363, 0.112, -0.416, 0.416, 0.221, 0.368, 0.474, 0.439, 0.241, 0.397, 0.382, 0.340, 0.308, 0.356],
  "charge": 0,
  "orbital_gap_ev": [7.13, 7.99],
  "s2": 3.801,
  "largest_force_ev_per_a": 4.284,
  "total_energy_ha": -5544.03076,
  "multiplicity": 4
}


Entry 2:
{
  "formula": "C37H56F4O8S5",
  "method": "wB97M-V/def2-TZVPD",
  "symbols": ["F", "C", "C", "C", "C", "C", "C", "H", "H", "H", "H", "H", "F", "C", "C", "C", "C", "C", "C", "H", "H", "H", "H", "H", "F", "C", "C", "C", "C", "C", "C", "H", "H", "H", "H", "H", "F", "C", "C", "C", "C", "C", "C", "H", "H", "H", "H", "H", "C", "S", "O", "C", "H", "H", "H", "H", "H", "H", "C", "S", "O", "C", "H", "H", "H", "H", "H", "H", "C", "S", "O", "C", "H", "H", "H", "H", "H", "H", "C", "S", "O", "C", "H", "H", "H", "H", "H", "H", "C", "S", "O", "C", "H", "H", "H", "H", "H", "H", "C", "O", "C", "O", "O", "C", "H", "H", "H", "H", "H", "H"],
  "positions_angstrom": [[1.693, 1.566, 7.440], [0.969, 0.726, 6.683], [-0.071, 1.240, 5.916], [-0.757, 0.354, 5.092], [-0.410, -0.998, 5.004], [0.540, -1.490, 5.894], [1.300, -0.645, 6.684], [-0.447, 2.309, 5.917], [-1.591, 0.675, 4.469], [-0.974, -1.634, 4.358], [0.770, -2.518, 5.907], [2.039, -0.951, 7.375], [6.020, 1.769, 4.245], [5.018, 1.007, 3.682], [5.344, 0.031, 2.784], [4.377, -0.942, 2.400], [3.005, -0.797, 2.748], [2.697, 0.270, 3.562], [3.657, 1.191, 4.078], [6.381, -0.149, 2.454], [4.673, -1.648, 1.648], [2.195, -1.486, 2.449], [1.658, 0.339, 3.926], [3.364, 1.987, 4.781], [-0.694, 1.993, -2.618], [-1.624, 2.106, -3.606], [-2.663, 2.991, -3.549], [-3.504, 3.158, -4.620], [-3.382, 2.338, -5.756], [-2.332, 1.419, -5.802], [-1.470, 1.297, -4.757], [-2.725, 3.636, -2.695], [-4.223, 3.974, -4.558], [-4.025, 2.526, -6.574], [-2.324, 0.735, -6.642], [-0.675, 0.571, -4.744], [0.236, -4.640, -0.018], [1.416, -4.952, -0.598], [2.474, -4.071, -0.475], [3.676, -4.421, -1.094], [3.836, -5.611, -1.833], [2.751, -6.442, -1.994], [1.556, -6.102, -1.339], [2.388, -3.150, 0.099], [4.491, -3.691, -0.995], [4.735, -5.734, -2.373], [2.893, -7.347, -2.556], [0.719, -6.804, -1.380], [-5.634, -0.533, -3.008], [-5.170, -0.371, -1.255], [-4.155, -1.401, -0.958], [-4.274, 1.150, -1.327], [-6.068, -1.549, -3.032], [-4.827, -0.543, -3.766], [-6.458, 0.153, -3.288], [-3.484, 1.139, -2.111], [-3.867, 1.348, -0.348], [-4.983, 1.955, -1.489], [1.254, -3.856, -4.077], [0.126, -2.998, -3.053], [-0.006, -1.618, -3.520], [-1.414, -3.848, -3.527], [1.005, -3.887, -5.135], [1.302, -4.878, -3.740], [2.283, -3.440, -4.002], [-2.184, -3.548, -2.868], [-1.284, -4.917, -3.515], [-1.629, -3.497, -4.524], [-3.220, 0.175, 1.941], [-4.337, 0.839, 3.109], [-3.624, 1.554, 4.163], [-5.036, 2.192, 2.043], [-2.619, 0.993, 1.546], [-3.623, -0.350, 1.075], [-2.502, -0.408, 2.535], [-5.527, 1.750, 1.195], [-4.262, 2.924, 1.720], [-5.771, 2.759, 2.607], [1.247, 0.469, -0.335], [0.443, -0.904, 0.398], [-0.001, -0.558, 1.791], [-1.065, -0.782, -0.655], [1.717, 0.093, -1.276], [2.113, 0.805, 0.247], [0.483, 1.161, -0.573], [-1.735, -1.567, -0.325], [-0.873, -0.888, -1.745], [-1.424, 0.231, -0.488], [0.677, 2.976, 1.920], [-0.722, 3.833, 1.071], [-1.518, 2.877, 0.287], [-1.583, 4.226, 2.635], [0.327, 2.072, 2.418], [1.000, 3.708, 2.616], [1.464, 2.743, 1.217], [-1.069, 4.979, 3.256], [-1.812, 3.295, 3.186], [-2.480, 4.695, 2.278], [4.133, 2.360, 0.561], [3.449, 2.793, -0.589], [3.627, 2.135, -1.718], [4.318, 1.187, -1.917], [2.833, 2.598, -2.670], [2.681, 1.963, -3.895], [3.311, 2.255, 1.342], [4.830, 3.166, 0.785], [4.639, 1.412, 0.419], [1.954, 2.538, -4.459], [2.398, 0.916, -3.791], [3.646, 1.939, -4.400]],
  "mulliken_charge": [-0.405, 0.449, -0.177, 0.282, -0.628, -0.613, -0.515, 0.351, -0.285, 0.511, 0.429, 0.526, -0.372, 0.332, -0.748, -0.556, -0.715, 0.941, -0.649, 0.423, 0.407, 0.731, -0.201, 0.447, -0.112, 0.136, -0.455, -0.430, -0.707, -0.599, -0.005, 0.511, 0.407, 0.477, 0.386, 0.384, -0.303, 0.005, 0.137, -0.462, -0.597, -0.508, -0.296, 0.494, 0.324, 0.418, 0.432, 0.390, -0.971, 0.446, -0.599, 0.800, 0.388, 0.226, 0.361, -0.580, -0.772, 0.676, -1.221, 0.979, -0.718, -1.232, 0.435, 0.378, 0.296, 0.324, 0.384, 0.391, 0.538, 0.279, -0.560, -0.731, -0.421, 0.262, -0.198, 0.293, 0.058, 0.444, 0.133, 0.645, -0.572, 0.271, 0.273, -0.523, 0.217, 0.721, -0.462, -0.599, -0.433, 0.282, -0.374, -0.914, -0.041, 0.683, -0.169, 0.402, 0.095, 0.393, -0.469, -0.331, 0.953, -0.618, -0.342, -0.544, -0.151, 0.383, 0.422, 0.204, 0.165, 0.352],
  "charge": 0,
  "orbital_gap_ev": 8.85,
  "largest_force_ev_per_a": 3.222,
  "total_energy_ha": -4435.58548,
  "relative_energy_kcal_mol": 0.0
}


Entry 3:
{
  "formula": "H3NO2S",
  "method": "wB97M-V/def2-TZVPD",
  "symbols": ["N", "S", "O", "O", "H", "H", "H"],
  "positions_angstrom": [[-0.823, 0.631, -0.048], [0.553, -0.276, -0.062], [0.299, -1.503, -1.590], [1.716, 0.572, 0.098], [-1.723, 0.221, -0.239], [-0.533, 1.467, 0.640], [0.511, -1.112, 1.201]],
  "mulliken_charge": [-0.464, 0.706, -0.555, -0.495, 0.272, 0.323, 0.213],
  "charge": 0,
  "orbital_gap_ev": 9.78,
  "largest_force_ev_per_a": 6.754,
  "total_energy_ha": -605.03739,
  "relative_energy_kcal_mol": 110.1
}


Entry 4:
{
  "formula": "C3H3ClN2",
  "method": "wB97M-V/def2-TZVPD",
  "symbols": ["C", "C", "C", "N", "N", "Cl", "H", "H", "H"],
  "positions_angstrom": [[-0.373, 1.118, -0.693], [0.559, 0.801, 0.163], [0.245, -0.475, 0.714], [0.323, -1.272, 1.719], [-0.653, -1.484, 0.760], [-0.066, -2.711, -0.805], [-0.269, 2.160, -1.117], [-1.119, 0.483, -1.162], [1.353, 1.380, 0.420]],
  "mulliken_charge": [-0.509, -0.457, 0.859, -0.331, -0.208, -0.292, 0.211, 0.289, 0.437],
  "charge": 0,
  "orbital_gap_ev": [8.90, 8.90],
  "largest_force_ev_per_a": 4.328,
  "total_energy_ha": -685.64204,
  "relative_energy_kcal_mol": 108.8
}